Molecular formula: C6H6Cl2LaN2O3Sc
Method: DFT, ωB97M-V/def2-TZVPD

Structure (XYZ):
```
21
Properties=species:S:1:pos:R:3:forces:R:3:nbo_charge:R:1
La -0.936841 -0.403265 -2.881917 -5.070 0.124 1.426 2.102
Sc -0.032287 -0.181712 0.071309 -2.868 -1.918 3.132 1.566
Cl -1.416007 -2.205223 -0.746045 1.293 1.547 -0.988 -0.388
Cl -1.262186 1.852954 -1.236804 1.204 -2.041 0.266 -0.410
O 1.628165 2.444817 1.202344 -3.181 -5.155 -2.347 -0.165
O 0.326706 -3.221725 -4.732186 -1.451 4.932 2.877 -0.147
O 0.477144 1.549108 -5.504514 -1.824 -3.882 4.532 -0.133
N -0.730368 -0.823846 4.306069 -0.217 0.260 -2.295 -0.301
N -0.810252 -0.717930 1.868611 0.862 0.808 -4.065 -0.709
C -1.747397 -0.091788 5.080111 -1.023 0.507 0.534 -0.424
C 0.492680 -1.360925 4.923747 0.968 -0.735 0.334 -0.423
C 0.132112 0.832557 -4.656677 3.550 5.783 -7.281 0.314
C -0.820949 -0.815638 3.025336 0.437 0.002 4.901 0.801
C 0.035343 -2.256433 -4.160795 2.771 -7.333 -4.501 0.323
C 1.066803 1.514899 0.779648 4.728 7.256 3.302 0.390
H 0.422166 -1.179716 6.001650 0.043 -0.104 -0.320 0.288
H 0.565806 -2.440445 4.722509 -0.086 0.313 0.215 0.269
H -2.726525 -0.572730 4.947542 0.294 0.064 0.172 0.272
H -1.443091 -0.126964 6.130503 -0.151 0.012 -0.268 0.283
H -1.818339 0.954860 4.738881 0.167 -0.388 0.161 0.252
H 1.391016 -0.864755 4.515178 -0.446 -0.053 0.212 0.242
```
Positions in Å, forces in eV/Å.

DFT total energy: -2278.45762 hartree
net charge: +4
energy relative to the best compared isomer or geometry (same formula, charge and spin): 62.0 kcal per mole
frontier orbital gap (spin up / spin down): 5.1 / 5.1 eV